[1]
{"formula": "C12H36O6S6", "method": "ωB97M-V/def2-TZVPD", "symbols": ["C", "S", "O", "C", "H", "H", "H", "H", "H", "H", "C", "S", "O", "C", "H", "H", "H", "H", "H", "H", "C", "S", "O", "C", "H", "H", "H", "H", "H", "H", "C", "S", "O", "C", "H", "H", "H", "H", "H", "H", "C", "S", "O", "C", "H", "H", "H", "H", "H", "H", "C", "S", "O", "C", "H", "H", "H", "H", "H", "H"], "xyz": [[4.440830, 3.288129, 4.037939], [4.528598, 1.635465, 3.265502], [3.541760, 1.601402, 2.085347], [6.079401, 1.899003, 2.540838], [3.862193, 3.962633, 3.352765], [5.384791, 3.777310, 4.259661], [3.812410, 3.256271, 4.952957], [6.615257, 2.005416, 3.466924], [5.985796, 2.830545, 2.006415], [6.449812, 1.068743, 1.988274], [-3.775010, -3.308354, 4.089214], [-2.436437, -4.530159, 4.749451], [-2.534653, -4.546673, 6.253988], [-3.209800, -6.188708, 4.251183], [-4.758712, -3.538862, 4.381023], [-3.609284, -3.171205, 3.045360], [-3.564917, -2.439453, 4.688309], [-4.286637, -6.030314, 4.377147], [-2.738553, -6.938452, 4.902793], [-3.022707, -6.396967, 3.183183], [-2.189008, -0.207971, -2.630207], [-2.107296, 1.601416, -2.914259], [-1.231504, 1.830665, -4.088049], [-3.780764, 1.695859, -3.535133], [-3.080569, -0.300012, -1.979844], [-1.176747, -0.447402, -2.225433], [-2.379127, -0.679121, -3.597173], [-3.799837, 1.348824, -4.608626], [-4.103632, 2.742545, -3.329106], [-4.318361, 0.937422, -2.891159], [0.863891, 5.999051, -6.167676], [-0.872520, 6.044954, -5.774895], [-1.024168, 7.434275, -5.279920], [-0.791383, 4.939184, -4.418317], [0.930487, 6.839863, -6.871393], [1.149198, 5.086469, -6.692313], [1.465276, 6.294139, -5.313572], [-0.509826, 3.956732, -4.696030], [-1.767552, 4.877084, -3.876527], [-0.072636, 5.176955, -3.660887], [-0.177586, -4.069492, -0.008608], [-0.978004, -4.318333, 1.643389], [-2.279199, -5.000296, 1.312040], [0.069825, -5.686865, 2.164759], [0.819270, -3.690337, 0.105107], [-0.832271, -3.444712, -0.546085], [-0.150546, -5.121068, -0.396653], [0.105542, -6.560469, 1.517666], [-0.347456, -6.020777, 3.103023], [1.105653, -5.197617, 2.288048], [0.911072, 1.891195, -0.205312], [0.827763, 0.174124, 0.414582], [-0.232498, -0.481140, -0.431171], [2.356619, -0.481798, -0.270154], [-0.004082, 2.325977, 0.114464], [1.108974, 1.832255, -1.299481], [1.700105, 2.462978, 0.293603], [2.512858, -1.456585, 0.353211], [3.243373, 0.066673, -0.113952], [2.272511, -0.630402, -1.366254]], "atomic_forces_ev_per_a": [[-1.74, 0.94, -0.04], [-2.55, -0.31, -1.39], [0.92, 0.18, 1.65], [0.22, 0.65, 0.78], [0.61, -0.75, 0.22], [0.22, -0.35, 0.01], [0.55, -0.29, -0.45], [1.21, 0.30, 0.09], [0.45, 0.18, -0.44], [0.04, -0.56, -0.53], [2.09, -0.87, 1.31], [-1.64, -0.50, 0.27], [0.04, 0.25, -0.99], [0.22, 1.27, -0.52], [-1.26, -1.04, 0.04], [-0.02, 0.09, -0.71], [0.55, 0.60, -0.08], [0.28, -0.47, 0.34], [-0.41, 0.38, -0.11], [0.08, 0.21, 0.47], [0.50, 0.97, -0.08], [-0.17, -1.03, -0.05], [0.65, 0.16, -0.31], [-0.72, -0.49, 0.44], [1.01, -0.52, 0.12], [-1.27, -0.25, 0.02], [0.04, 0.05, 0.03], [0.03, 0.67, 1.12], [-0.21, -0.92, -0.61], [0.00, 1.26, -0.83], [0.05, 0.55, -1.13], [0.32, 0.27, -0.25], [-0.50, 0.27, 0.33], [-1.27, -0.21, 1.73], [0.14, -0.28, -0.03], [0.16, -0.04, 0.33], [0.00, -0.40, 0.25], [-0.10, -1.10, -0.81], [0.56, 0.11, -0.75], [0.61, 0.89, 0.33], [-0.09, -2.42, 1.35], [-0.14, -1.07, -1.28], [0.09, 0.64, 0.24], [1.75, 1.31, 0.40], [0.41, 0.41, -0.01], [-0.56, 0.83, -0.75], [-0.06, 1.07, -0.05], [-0.14, 0.36, -0.52], [0.18, 0.11, 0.49], [-1.36, -1.09, 0.10], [1.40, -0.81, -0.30], [0.10, 0.49, -0.61], [0.26, 0.10, 0.51], [-0.15, -2.32, 0.55], [-1.02, 0.36, -0.33], [-0.56, 0.26, 0.71], [0.15, -0.41, -0.01], [-0.33, 1.40, -1.58], [0.76, 1.17, 0.62], [-0.39, -0.26, 0.73]], "fmax_ev_per_a": 2.92, "total_charge": 0, "homo_ha": -0.3141, "de_lowest_kj_mol": 155.4, "energy_ev": -90317.613}

---

[2]
{"formula": "C8H10N7", "method": "ωB97M-V/def2-TZVPD", "symbols": ["C", "C", "C", "C", "C", "C", "C", "C", "N", "N", "N", "N", "N", "N", "N", "H", "H", "H", "H", "H", "H", "H", "H", "H", "H"], "xyz": [[-1.823101, -2.967636, -0.817202], [-0.681803, 1.669162, 0.283730], [-1.354102, -1.384858, 0.444227], [1.575723, 0.456799, 0.966316], [1.301079, 0.049913, -0.600680], [0.426695, 0.861087, 0.282856], [1.725953, -0.679878, 1.951831], [1.930992, 0.923009, -1.776157], [-1.989294, 3.246851, 0.906420], [-0.862837, -2.555134, 0.031615], [-2.728283, -2.091558, -1.116745], [-0.892728, 2.680607, 1.225354], [-1.777784, 1.745509, -0.603735], [-2.548818, 2.671987, -0.171368], [-2.462973, -1.089403, -0.227708], [-1.553908, -3.874433, -1.224161], [2.274725, 1.264346, 1.209827], [0.984589, -0.928665, -0.940675], [1.952660, -0.282201, 2.963877], [2.529890, -1.365500, 1.740869], [0.748710, -1.300564, 2.039549], [1.149789, 0.806695, -2.567750], [2.921880, 0.391847, -2.031724], [2.072875, 2.002382, -1.477606], [-2.919927, -0.250354, -0.490950]], "atomic_forces_ev_per_a": [[1.40, 0.84, -0.14], [-1.82, 2.57, 0.02], [2.11, 1.90, 0.97], [2.21, -1.21, -0.78], [0.44, 3.25, 0.62], [-3.06, -2.05, -1.23], [-2.28, -0.73, 1.58], [0.09, -1.51, 1.03], [-0.45, 0.99, 0.91], [-0.76, 0.77, 1.60], [-1.52, -0.83, -0.40], [0.86, -1.24, -0.37], [1.63, -1.11, -0.06], [0.33, -0.24, -0.26], [0.11, -1.58, -1.02], [-0.72, -1.98, -1.63], [0.10, -0.09, -0.56], [0.13, -0.22, 0.73], [-0.29, -0.07, -0.46], [0.35, -0.07, -0.53], [1.56, 1.09, -0.34], [1.04, 0.45, 0.20], [-1.45, 1.18, -0.04], [-0.09, -1.25, -0.41], [0.07, 1.11, 0.60]], "fmax_ev_per_a": 3.89, "total_charge": -1, "homo_ha": [-0.1701, -0.1261], "de_lowest_kj_mol": 506.2, "energy_ev": -18883.653}

---

[3]
{"formula": "C31H36BF3O2", "method": "ωB97M-V/def2-TZVPD", "symbols": ["C", "C", "C", "C", "C", "C", "O", "B", "C", "C", "C", "C", "C", "F", "F", "F", "C", "C", "C", "C", "C", "O", "H", "H", "H", "H", "H", "H", "H", "H", "H", "H", "H", "H", "H", "H", "H", "H", "H", "H", "H", "H", "H", "C", "C", "C", "C", "C", "C", "C", "C", "C", "C", "C", "C", "C", "C", "C", "H", "H", "H", "H", "H", "H", "H", "H", "H", "H", "H", "H", "H", "H", "H"], "xyz": [[-0.650937, 2.841521, -2.957080], [-0.165246, 2.130830, -1.711396], [1.333898, 2.011294, -1.743987], [-0.702501, 2.814422, -0.356184], [0.343196, 3.608556, 0.378453], [-1.897510, 3.744639, -0.528832], [-1.058225, 1.698922, 0.489293], [-1.004242, 0.520945, -0.307883], [-1.702421, -0.957519, -0.071630], [-1.704874, -1.874448, -1.127314], [-1.956585, -3.222152, -0.891683], [-2.252358, -3.642966, 0.398585], [-2.369136, -5.106762, 0.692278], [-1.991928, -5.400889, 1.969728], [-3.634620, -5.582558, 0.531528], [-1.561773, -5.855962, -0.121347], [-2.446661, -2.723417, 1.417995], [-2.201187, -1.378666, 1.179805], [-3.019645, 0.762889, -0.705668], [-4.359914, 0.241447, -0.248244], [-3.962919, 1.663514, 0.054528], [-0.644823, 0.776721, -1.656675], [-0.211433, 3.839135, -2.957792], [-0.291757, 2.300187, -3.834787], [-1.737652, 2.912667, -2.991398], [1.819303, 2.987192, -1.693958], [1.676932, 1.396502, -0.912811], [1.635715, 1.524058, -2.669906], [0.557221, 4.546056, -0.156988], [-0.045832, 3.864482, 1.377231], [1.257879, 3.021337, 0.518760], [-1.571490, 4.661222, -1.050087], [-2.718891, 3.289508, -1.095281], [-2.256037, 4.038652, 0.468951], [-1.457353, -1.554743, -2.139834], [-1.883964, -3.945534, -1.696627], [-2.762318, -3.063709, 2.401199], [-2.333609, -0.654201, 1.985567], [-3.013625, 0.949989, -1.799245], [-5.179553, 0.180197, -0.975482], [-4.387433, -0.499758, 0.540933], [-3.708533, 1.954163, 1.071690], [-4.563219, 2.395828, -0.514001], [1.968029, -5.401998, -1.363957], [1.669121, -4.051050, -0.774481], [1.255400, -3.937507, 0.553087], [0.938971, -2.709659, 1.111508], [0.910082, -1.521991, 0.314822], [0.442080, -0.160893, 0.799889], [1.624113, 0.644771, 1.287702], [1.514401, 1.510060, 2.423202], [2.530175, 2.404517, 2.759306], [3.721934, 2.469163, 2.020123], [4.723019, 3.574510, 2.261013], [3.961938, 1.436549, 1.110520], [2.969939, 0.486167, 0.817569], [1.438634, -1.638028, -0.986458], [1.790238, -2.873780, -1.531596], [2.289008, -5.318843, -2.399173], [2.725126, -5.955556, -0.799577], [1.072093, -6.024880, -1.361501], [1.142109, -4.854120, 1.145952], [0.631444, -2.650383, 2.165576], [-0.254475, -0.244931, 1.667006], [0.606117, 1.490692, 3.038479], [2.384531, 3.124555, 3.570567], [5.307646, 3.820324, 1.366461], [4.215840, 4.495303, 2.568236], [5.425461, 3.309159, 3.057439], [4.935854, 1.384545, 0.611377], [3.249383, -0.348726, 0.171591], [1.499033, -0.732019, -1.596903], [2.098811, -2.939543, -2.568184]], "atomic_forces_ev_per_a": [[0.03, -0.25, 0.05], [-0.34, 0.03, 0.64], [0.51, 0.23, 0.02], [-0.07, -0.40, -0.14], [0.60, 0.26, 0.27], [-0.23, 0.27, -0.44], [0.08, 1.33, -0.13], [0.93, 0.55, 0.02], [-2.46, 0.39, 0.06], [0.16, -0.14, -0.47], [0.26, 0.31, 0.22], [-0.12, -0.32, -0.20], [0.21, -0.68, 0.04], [-0.34, 0.15, -0.68], [0.62, 0.15, 0.12], [-0.62, 0.45, 0.45], [0.18, 0.41, 0.16], [0.35, -0.06, 0.02], [-2.67, -1.03, -1.38], [-0.24, 0.17, -0.11], [0.21, -0.54, 0.65], [0.06, 0.61, -0.09], [-0.12, 0.11, -0.17], [-0.08, 0.07, -0.01], [0.07, 0.04, -0.09], [0.10, -0.04, -0.02], [0.03, 0.30, -0.26], [-0.02, -0.04, -0.12], [0.10, -0.25, 0.14], [0.13, -0.05, -0.32], [-0.27, 0.49, -0.09], [-0.20, -0.31, 0.15], [0.37, 0.36, 0.22], [0.03, -0.13, -0.31], [-0.03, 0.05, 0.34], [0.05, 0.11, 0.07], [0.10, 0.10, -0.14], [-0.03, -0.15, -0.22], [1.04, -0.49, 0.84], [0.54, -0.45, 0.14], [-0.05, 0.19, 0.00], [-0.08, -0.11, -0.17], [0.93, -0.12, 0.30], [-0.15, -0.13, -0.01], [0.11, 0.53, -0.27], [0.01, -0.16, 0.16], [-0.76, 1.13, -0.24], [0.72, -0.70, 0.04], [0.94, -2.30, 1.87], [0.98, 0.27, 0.74], [-0.14, -0.23, -0.59], [0.07, -0.03, -0.19], [-0.26, -0.15, 0.12], [-0.01, 0.10, 0.05], [-0.41, -0.25, 0.05], [-0.41, 0.64, -0.16], [-0.47, 0.11, 0.08], [-0.24, -0.30, 0.61], [0.14, 0.02, -0.05], [-0.01, 0.20, -0.05], [-0.08, -0.01, 0.04], [0.17, 0.41, -0.11], [0.06, -0.04, -0.51], [0.66, -0.05, -0.61], [0.21, 0.13, -0.51], [-0.05, -0.30, -0.21], [-0.14, -0.22, 0.13], [0.04, -0.17, 0.00], [-0.03, 0.00, -0.07], [-0.36, -0.12, 0.19], [-0.32, 0.38, -0.01], [-0.09, -0.40, 0.11], [0.13, 0.05, 0.03]], "fmax_ev_per_a": 3.18, "total_charge": 0, "homo_ha": -0.2710, "de_lowest_kj_mol": 591.1, "energy_ev": -45651.985}

---

[4]
{"formula": "C5H6N2O2", "method": "ωB97M-V/def2-TZVPD", "symbols": ["H", "N", "C", "N", "C", "C", "O", "C", "C", "O", "H", "H", "H", "H", "H"], "xyz": [[-3.495248, -0.803553, 0.129158], [-3.063234, 0.149135, 0.004023], [-1.796027, 0.067414, 0.023589], [-0.959797, -1.072271, -0.011374], [0.348943, -0.629894, 0.005033], [0.329188, 0.680060, 0.036187], [-0.969784, 1.145077, 0.036780], [1.726293, 1.195318, -0.137553], [2.465135, -0.136798, 0.138278], [1.540732, -1.258820, -0.077835], [-1.336051, -1.968363, -0.345549], [1.981265, 1.979659, 0.580467], [1.870602, 1.647530, -1.144823], [3.406195, -0.341794, -0.447118], [2.725673, -0.198182, 1.214548]], "atomic_forces_ev_per_a": [[0.65, 1.36, -0.33], [-0.04, -1.04, 0.46], [0.03, -0.99, -0.42], [-0.93, -1.28, -0.02], [-0.47, -0.22, -0.24], [0.82, -0.12, 0.17], [-0.21, 0.93, -0.05], [-0.58, 1.01, -0.45], [1.27, -0.42, 0.40], [-0.23, 0.15, -0.24], [0.60, 0.82, 0.40], [0.27, -0.24, 0.04], [0.12, -0.48, 0.42], [-1.20, 0.33, 0.40], [-0.10, 0.18, -0.53]], "fmax_ev_per_a": 1.58, "smiles": "[H]/N=c1\\[nH]c2c(o1)CCO2", "total_charge": 0, "homo_ha": -0.2801, "de_lowest_kj_mol": 199.0, "energy_ev": -12355.558}